Entry 1:
DFT (ωB97M-V/def2-TZVPD) results for C47H59AsMoN5OS4Se as an isolated structure.

Last column: Mulliken charge in e.
Atoms and positions in Å:
Mo: 0.6107 -0.6457 1.0091  1.232
S: 2.8243 -2.7623 4.4453  -0.452
As: 2.4061 -0.8170 3.8745  0.319
S: 0.1371 -0.7435 3.1705  -0.382
S: 2.6658 -0.6281 1.6556  -0.602
S: 2.8100 0.7987 5.0507  -0.335
C: -2.2522 -1.9644 -2.0827  -1.199
C: -1.7550 -0.8241 -2.9950  -0.028
C: -1.9731 0.5597 -2.3647  -1.804
C: -0.2764 -1.1379 -3.4611  0.906
C: -0.1293 -1.7624 -4.6887  -0.875
C: 1.1371 -2.1775 -5.1317  -1.412
C: 2.2702 -1.9084 -4.3562  -1.085
C: 2.1633 -1.3138 -3.1155  0.334
C: 3.4508 -1.3579 -2.3162  0.187
C: 3.8704 -0.0114 -1.6547  -1.315
C: 3.4856 -2.5182 -1.3271  -1.267
C: 0.8959 -0.9329 -2.6828  -0.495
N: 0.7005 -0.1988 -1.4484  2.083
C: 0.7769 1.0680 -1.6043  -0.121
C: 0.6164 1.9907 -0.4089  0.290
N: 0.5459 1.5338 0.7439  2.130
C: 0.7243 2.5236 1.7730  -0.876
C: 2.0514 3.0369 1.8685  1.223
C: 2.3143 3.9387 2.8436  -0.412
C: 1.2944 4.4998 3.5997  -1.476
C: -0.0118 4.0746 3.4622  -1.256
C: -0.3230 3.0583 2.5286  0.752
C: -1.8409 2.7698 2.4366  0.764
C: -2.3494 2.3134 1.1144  -1.740
C: -2.3095 1.7209 3.4239  -1.155
C: 3.2546 2.6629 0.9592  1.350
C: 3.6402 3.8245 0.0487  -1.608
C: 4.5095 2.3054 1.7925  -1.705
C: 0.5916 3.3798 -0.9223  -0.145
C: 0.4581 4.5750 -0.3269  0.468
C: 0.4685 5.7015 -1.1781  -1.052
C: 0.5671 5.6501 -2.5297  -1.378
C: 0.7812 4.3851 -3.1433  0.915
C: 1.0265 4.1183 -4.4879  -0.708
C: 1.2641 2.8567 -4.9230  -1.345
C: 1.2214 1.7248 -4.0790  0.140
C: 0.9425 1.9604 -2.7647  0.475
C: 0.7140 3.2816 -2.3207  -0.563
H: -3.2230 -1.7299 -1.6462  0.470
H: -1.6252 -2.1152 -1.2168  -0.042
H: -2.3189 -2.8970 -2.6265  0.463
H: -2.3215 -0.8130 -3.9214  0.875
H: -1.7145 0.6073 -1.3153  0.171
H: -3.0442 0.7852 -2.4002  0.543
H: -1.4154 1.3059 -2.8893  0.597
H: -0.9836 -1.8762 -5.3027  0.564
H: 1.2834 -2.6392 -6.0941  0.395
H: 3.2362 -2.2297 -4.7091  0.513
H: 4.2469 -1.5722 -3.0567  0.741
H: 3.3321 0.1684 -0.7301  -0.303
H: 3.6961 0.8279 -2.3552  0.216
H: 4.9205 -0.0044 -1.3913  0.642
H: 2.8457 -2.2334 -0.4848  0.008
H: 4.5090 -2.7021 -0.9376  0.415
H: 3.2041 -3.4698 -1.7766  0.408
H: 3.3566 4.2376 3.0234  0.367
H: 1.5671 5.2881 4.3055  0.402
H: -0.8300 4.5910 3.9641  0.483
H: -2.2762 3.7491 2.7166  0.744
H: -2.1182 1.2820 0.8996  -0.370
H: -2.0280 2.8702 0.2577  0.283
H: -3.4455 2.3752 1.1289  0.831
H: -2.1074 0.7254 3.0475  -0.234
H: -3.3968 1.7577 3.4890  0.425
H: -1.8330 1.7790 4.3936  0.399
H: 3.0294 1.7543 0.4195  -0.966
H: 3.8526 4.6946 0.6474  0.349
H: 2.9383 4.0915 -0.7376  0.189
H: 4.5910 3.5701 -0.4102  0.532
H: 5.0569 3.1979 2.0932  0.573
H: 5.1972 1.6987 1.1846  0.314
H: 4.1821 1.6791 2.6357  0.190
H: 0.3295 4.7421 0.7229  0.441
H: 0.3870 6.6772 -0.7044  0.505
H: 0.5828 6.5920 -3.0605  0.418
H: 1.0256 4.9753 -5.1724  0.442
H: 1.4277 2.6984 -5.9843  0.467
H: 1.4092 0.7654 -4.5311  0.371
O: 0.4447 -2.4847 0.4246  0.397
C: 0.6064 -3.7303 0.6682  0.206
C: 0.2179 -4.7201 -0.3962  -0.544
C: -0.8975 -5.6959 -0.0055  -0.775
C: -0.4692 -6.7631 0.9982  -0.801
C: 0.0533 -6.2802 2.3305  -0.755
C: 1.3147 -5.4305 2.2909  -0.655
N: 1.1236 -4.0737 1.7899  0.469
H: 1.1525 -5.2284 -0.5706  0.679
H: 0.0673 -4.1390 -1.3211  0.027
H: -1.1772 -6.2989 -0.8537  0.429
H: -1.7920 -5.2018 0.3265  0.302
H: 0.3240 -7.2938 0.5098  0.342
H: -1.2690 -7.4916 1.1720  0.388
H: 0.2061 -7.1224 2.9877  0.464
H: -0.7214 -5.6735 2.8228  0.311
H: 2.0475 -5.8607 1.6118  0.297
H: 1.7184 -5.3114 3.2930  0.308
H: 1.4237 -3.3481 2.4031  -0.496
C: -4.8547 -1.8897 3.9668  -0.907
N: -5.2881 -1.1089 2.7969  0.299
C: -6.5826 -0.6933 2.5453  -0.683
C: -6.5716 -0.0957 1.3578  -0.485
N: -5.2848 -0.1657 0.8477  0.484
C: -4.8427 0.2605 -0.4512  -0.443
C: -4.5003 -0.8894 1.7277  -0.085
Se: -2.7543 -1.4872 1.4997  -0.520
H: -5.2603 -1.3994 4.8233  0.346
H: -3.7749 -1.9532 3.9753  0.244
H: -5.2455 -2.8846 3.8807  0.359
H: -7.4134 -0.7257 3.2439  0.433
H: -7.3280 0.3765 0.8208  0.555
H: -4.9369 1.3311 -0.5755  0.425
H: -5.3697 -0.2245 -1.2574  0.533
H: -3.8622 -0.1161 -0.6450  -0.751

E   -230573.8771 eV
F_max   0.0626 hartree/bohr
Total charge   +1
Highest occupied orbital energy (spin up / spin down)   -9.7 / -9.7 eV

Entry 2:
DFT (ωB97M-V/def2-TZVPD) results for C47H59AsN4O6PSeSi2Tl as an isolated structure.

Last column: Mulliken charge in e.
Atoms and positions in Å:
Tl: -0.0689 -0.2192 0.2138  1.599
C: -1.3837 -3.6571 1.3729  -0.983
C: -2.5093 -2.7138 1.7039  0.711
C: -3.8360 -3.1378 1.6610  -0.964
C: -4.8331 -2.2331 1.9767  -0.684
C: -4.4856 -0.9391 2.3273  -1.249
C: -3.1394 -0.5958 2.3603  0.712
N: -2.1807 -1.4716 2.0515  0.190
C: -2.6930 0.7924 2.7033  0.262
C: -3.5172 1.6590 3.4168  -1.194
C: -3.0908 2.9556 3.6396  -1.078
C: -1.8417 3.3391 3.1856  -0.803
C: -1.0601 2.3901 2.5424  0.320
N: -1.4854 1.1576 2.2863  1.226
C: 0.3526 2.7215 2.1631  -0.864
C: 1.5143 4.1745 3.4354  -0.566
C: 2.7314 3.6435 3.4508  -0.703
C: 3.2686 2.8278 2.3786  -0.277
C: 2.5313 2.0773 1.5427  -0.401
C: 3.1305 1.2693 0.4331  -0.963
N: 1.1604 1.8537 1.7504  2.209
H: -1.1385 -4.2686 2.2456  0.305
H: -1.6608 -4.3380 0.5674  0.540
H: -0.4881 -3.1058 1.0854  -0.186
H: -4.0708 -4.1572 1.3816  0.518
H: -5.8753 -2.5238 1.9366  0.434
H: -5.2541 -0.2116 2.5359  0.307
H: -4.4678 1.3266 3.8070  0.601
H: -3.7257 3.6584 4.1632  0.428
H: -1.4706 4.3436 3.3180  0.638
H: 1.1007 4.7721 4.2382  0.483
H: 3.3598 3.8652 4.3047  0.398
H: 4.3460 2.7705 2.2847  0.413
H: 2.8634 0.2131 0.5497  -0.062
H: 2.7247 1.6138 -0.5226  0.057
H: 4.2154 1.3697 0.4242  0.699
C: 0.6195 -0.2007 5.0421  -1.644
C: 1.5768 -0.4021 3.8710  1.995
C: 3.0339 -0.2259 4.2850  -1.911
C: 1.3085 -1.7482 3.1966  1.201
C: 1.8095 -2.9909 3.9521  -0.588
O: 2.8608 -3.5179 3.1179  -0.513
C: 2.8278 -2.7862 1.9670  0.251
N: 2.0056 -1.8258 1.9016  0.547
C: 3.8567 -3.1901 0.9701  -0.219
C: 5.0320 -3.7294 1.4983  -0.945
C: 6.0917 -4.0712 0.6779  -0.771
C: 5.9853 -3.8778 -0.6901  -0.980
C: 4.8152 -3.3603 -1.2208  -0.553
C: 3.7256 -3.0216 -0.4176  0.282
P: 2.1594 -2.3748 -1.1612  2.037
C: 1.4989 -3.8294 -2.0814  -0.071
C: 0.1095 -3.9495 -2.0665  0.195
C: -0.5389 -4.9366 -2.8010  -0.718
C: 0.2044 -5.8281 -3.5575  -0.626
C: 1.5913 -5.7339 -3.5645  -0.761
C: 2.2319 -4.7448 -2.8347  -0.356
C: 2.7906 -1.3439 -2.5474  0.349
C: 2.1398 -1.3342 -3.7792  -0.595
C: 2.5517 -0.4769 -4.7900  -0.757
C: 3.6068 0.3969 -4.5785  -0.497
C: 4.2415 0.4177 -3.3450  -0.835
C: 3.8351 -0.4436 -2.3376  -0.562
H: 0.8043 0.7565 5.5340  0.442
H: 0.7367 -0.9878 5.7947  0.359
H: -0.4180 -0.2104 4.6978  0.274
H: 1.3492 0.3500 3.1143  -1.043
H: 3.3027 -0.8756 5.1226  0.383
H: 3.2134 0.8043 4.5961  0.425
H: 3.7082 -0.4402 3.4518  0.342
H: 0.2320 -1.8074 3.0204  -0.952
H: 1.0444 -3.7602 4.0576  0.267
H: 2.2295 -2.7732 4.9327  0.291
H: 5.1090 -3.8610 2.5678  0.515
H: 6.9995 -4.4755 1.1068  0.394
H: 6.8115 -4.1253 -1.3447  0.451
H: 4.7541 -3.1897 -2.2877  0.516
H: -0.4652 -3.2485 -1.4681  0.164
H: -1.6195 -5.0114 -2.7798  0.434
H: -0.2903 -6.5961 -4.1384  0.381
H: 2.1770 -6.4328 -4.1485  0.425
H: 3.3115 -4.6961 -2.8554  0.282
H: 1.3079 -2.0054 -3.9581  0.384
H: 2.0391 -0.4881 -5.7438  0.428
H: 3.9229 1.0688 -5.3660  0.398
H: 5.0491 1.1149 -3.1613  0.386
H: 4.3293 -0.4037 -1.3736  0.521
O: -2.7416 -1.1390 -1.4678  -0.342
H: -2.2295 -1.1226 -2.2845  0.219
H: -3.0064 -2.0548 -1.3345  0.147
O: 0.6809 4.0500 2.3303  -0.411
Se: 0.2464 3.2699 -1.0897  0.462
O: -3.0022 3.2881 0.1654  -0.506
O: 0.5207 1.5990 -1.3521  -0.681
O: 1.6592 4.0567 -1.4675  -0.820
C: -2.4243 3.2090 -3.9019  -1.134
Si: -0.7833 3.8393 -3.2077  0.492
C: 0.5550 3.2392 -4.3410  -1.006
C: -0.8907 5.6968 -3.0779  -1.234
As: -2.9513 2.1473 -1.0289  0.326
Si: -5.3112 2.4033 -1.5225  0.480
C: -6.0373 1.4714 -2.9751  -1.106
C: -6.0899 1.7380 0.0445  -0.968
C: -5.6981 4.2222 -1.6760  -1.117
H: -2.4584 3.5292 -4.9477  0.604
H: -3.2978 3.6369 -3.3981  0.031
H: -2.5069 2.1181 -3.8825  0.316
H: 0.4438 3.6387 -5.3536  0.473
H: 0.5329 2.1474 -4.3794  0.093
H: 1.5235 3.5347 -3.9311  0.300
H: -1.1397 6.1736 -4.0296  0.385
H: 0.0723 6.0768 -2.7308  0.318
H: -1.6518 5.9770 -2.3437  0.329
H: -5.8748 0.3944 -2.8852  0.299
H: -5.6099 1.8007 -3.9257  0.323
H: -7.1158 1.6514 -3.0095  0.338
H: -5.8028 0.6967 0.2016  0.129
H: -7.1807 1.7957 0.0087  0.522
H: -5.7343 2.3169 0.9019  0.227
H: -5.6256 4.5642 -2.7113  0.326
H: -4.9941 4.8023 -1.0737  0.277
H: -6.7083 4.4328 -1.3167  0.413

E   -223863.8888 eV
F_max   0.0097 hartree/bohr
Highest occupied orbital energy   -6.5 eV

Entry 3:
DFT (ωB97M-V/def2-TZVPD) results for C47H59BMoN6O3S3 as an isolated structure.

Last column: Mulliken charge in e.
Atoms and positions in Å:
Mo: 0.3496 0.0150 0.2855  -1.345
C: -3.4033 3.1379 -0.2091  -2.066
C: -3.3962 1.6494 -0.3294  -0.160
C: -4.4793 0.8640 -0.0542  -0.229
C: -4.4097 -0.5482 -0.1569  -0.607
N: -3.2917 -1.1420 -0.4861  -0.306
N: -2.2387 -0.3755 -0.7734  1.161
B: -1.0515 -1.0990 -1.4050  0.023
N: -0.8538 -0.7173 -2.8518  0.758
N: -1.9285 -0.5824 -3.6348  -0.589
C: -1.7042 -0.3306 -4.8977  -0.086
C: -0.3727 -0.2257 -5.3962  -0.317
C: 0.7120 -0.3252 -4.5757  0.135
C: 2.1278 -0.1742 -5.0264  -1.781
C: 0.4119 -0.5515 -3.2085  0.955
S: 1.5398 -0.6008 -1.9134  -0.364
C: -2.8979 -0.1676 -5.8188  2.248
C: -2.8623 -1.3055 -6.8509  -1.367
C: -2.7984 1.1895 -6.5299  -1.753
C: -4.2065 -0.2346 -5.0336  -1.654
N: -1.0062 -2.5963 -1.1441  0.641
N: -1.7729 -3.2569 -2.0299  -0.390
C: -1.9044 -4.5474 -1.8934  -0.192
C: -1.2674 -5.2292 -0.8228  -0.484
C: -0.4653 -4.5679 0.0552  0.171
C: 0.2699 -5.2482 1.1657  -1.659
C: -0.3261 -3.1655 -0.1464  0.930
S: 0.8169 -2.2592 0.7728  -0.082
C: -2.7667 -5.2895 -2.8954  2.339
C: -1.9708 -6.4602 -3.4883  -1.864
C: -3.2195 -4.3584 -4.0186  -1.680
C: -3.9927 -5.8265 -2.1382  -1.544
C: -2.2203 0.9714 -0.7172  1.788
S: -0.7126 1.7517 -1.0759  -0.410
C: -5.6157 -1.4572 0.0247  2.438
C: -6.7861 -0.7212 0.6773  -2.017
C: -5.2345 -2.6668 0.8857  -1.471
C: -6.0177 -1.9243 -1.3844  -1.766
H: -4.3773 3.4951 0.1166  0.427
H: -2.6464 3.4617 0.5082  0.441
H: -3.1588 3.6053 -1.1645  0.476
H: -5.4030 1.3274 0.2639  0.572
H: -0.2235 -0.0355 -6.4511  0.489
H: 2.1819 -0.0362 -6.1034  0.418
H: 2.5901 0.6859 -4.5382  0.382
H: 2.7143 -1.0527 -4.7526  0.382
H: -1.9505 -1.2888 -7.4502  0.360
H: -2.9368 -2.2787 -6.3622  0.108
H: -3.7059 -1.2024 -7.5334  0.483
H: -1.9063 1.2695 -7.1520  0.352
H: -3.6618 1.3174 -7.1827  0.470
H: -2.7932 2.0119 -5.8121  0.362
H: -4.3167 -1.1906 -4.5215  0.126
H: -4.2641 0.5593 -4.2868  0.303
H: -5.0408 -0.1151 -5.7246  0.507
H: -1.4079 -6.2969 -0.7163  0.489
H: 0.0484 -6.3125 1.1788  0.433
H: 1.3472 -5.1162 1.0492  0.424
H: -0.0034 -4.8189 2.1307  0.173
H: -1.0401 -6.1200 -3.9458  0.374
H: -1.7343 -7.2233 -2.7462  0.372
H: -2.5678 -6.9416 -4.2626  0.486
H: -2.3641 -3.9521 -4.5618  0.371
H: -3.8351 -4.9210 -4.7204  0.538
H: -3.8044 -3.5221 -3.6350  -0.073
H: -3.7045 -6.4921 -1.3219  0.410
H: -4.5860 -5.0097 -1.7245  0.163
H: -4.6234 -6.3948 -2.8221  0.501
H: -6.5006 -0.2765 1.6333  0.372
H: -7.1930 0.0583 0.0306  0.349
H: -7.5915 -1.4307 0.8661  0.440
H: -5.0228 -2.3582 1.9135  0.184
H: -6.0735 -3.3618 0.9244  0.570
H: -4.3696 -3.1938 0.4802  0.029
H: -6.2987 -1.0777 -2.0145  0.372
H: -5.1927 -2.4512 -1.8667  0.101
H: -6.8750 -2.5953 -1.3192  0.531
O: -2.1367 -1.2757 2.1784  -0.005
C: -2.0018 -0.4953 3.3700  3.197
C: -0.8735 0.5166 3.1068  -1.408
O: -0.3296 1.1505 3.9464  -0.498
O: -0.5494 0.6471 1.7833  -0.137
C: -3.3077 0.2641 3.5982  -0.244
C: -3.4794 1.5853 3.2009  -0.223
C: -4.7109 2.2110 3.3523  -0.979
C: -5.7817 1.5196 3.8991  -0.521
C: -5.6164 0.1996 4.2994  -1.000
C: -4.3860 -0.4225 4.1521  -0.096
C: -1.5944 -1.3563 4.5597  -0.349
C: -1.0828 -2.6314 4.3582  0.024
C: -0.6881 -3.4071 5.4410  -0.650
C: -0.7917 -2.9053 6.7280  -0.656
C: -1.2897 -1.6246 6.9308  -0.891
C: -1.6902 -0.8525 5.8532  -0.247
H: -2.8726 -1.8861 2.3165  0.102
H: -2.6474 2.1533 2.8001  0.702
H: -4.8241 3.2500 3.0693  0.521
H: -6.7348 2.0130 4.0365  0.447
H: -6.4411 -0.3392 4.7476  0.450
H: -4.2530 -1.4402 4.5029  0.547
H: -0.9849 -3.0140 3.3508  -0.254
H: -0.2954 -4.4029 5.2791  0.446
H: -0.4840 -3.5074 7.5723  0.434
H: -1.3675 -1.2259 7.9333  0.449
H: -2.0750 0.1456 6.0182  0.519
C: 4.6969 0.4817 3.2042  -1.509
C: 4.7099 0.7190 1.6851  1.809
C: 5.1227 2.1682 1.3760  -1.570
C: 5.6692 -0.2663 0.9970  -1.497
C: 3.3619 0.4998 1.1666  0.414
C: 2.2204 0.3564 0.7417  -0.518
H: 5.6997 0.6522 3.5961  0.411
H: 4.4039 -0.5418 3.4382  0.384
H: 4.0090 1.1649 3.7015  0.394
H: 6.1276 2.3371 1.7634  0.406
H: 4.4455 2.8779 1.8502  0.398
H: 5.1307 2.3532 0.3020  0.385
H: 6.6765 -0.1031 1.3807  0.408
H: 5.6829 -0.1132 -0.0821  0.367
H: 5.3860 -1.2987 1.2024  0.363

Energy above the lowest of the compared OMol25 structures with the same formula, charge and spin   0.632 eV
⟨S²⟩   2.036
E   -99805.8982 eV
Multiplicity   3
F_max   0.0099 hartree/bohr
Total charge   +2
Highest occupied orbital energy (spin up / spin down)   -13.2 / -13.2 eV

E of number 3 (C47H59BMoN6O3S3)?
-99805.8982 eV

The highest F_max belongs to which entry?
C47H59AsMoN5OS4Se

The lowest E belongs to which entry?
C47H59AsMoN5OS4Se

Number 3 is which compound?
C47H59BMoN6O3S3